Entry 1:
DFT (ωB97M-V/def2-TZVPD) results for a molecular structure, C5H11P.

- total energy (eV) = -14648.1583
- charge = 0
- orbital gap (eV) = 9.989
- LUMO energy (eV) = 0.5
- highest occupied orbital energy (eV) = -9.47
- max |F| (eV/Å) = 3.4
- 2S+1 = 1
- relative energy (zero: lowest compared OMol25 entry of this formula, charge and spin) (kJ/mol) = 305.3

Each line ends with the Mulliken charge.
Atoms and positions in Å:
C (-2.379, -0.422, 0.686)  0.312
C (-2.410, 0.968, 1.027)  -0.814
C (1.626, 0.090, -1.857)  -0.783
C (0.976, -1.465, -0.117)  -0.759
C (0.858, -0.216, -0.883)  0.077
P (-2.900, -1.766, 0.164)  -0.328
H (-1.690, 1.160, 1.846)  0.279
H (-1.940, 1.630, 0.297)  0.291
H (-3.358, 1.211, 1.445)  0.332
H (1.484, 0.993, -2.402)  0.270
H (2.236, 2.008, 1.071)  0.266
H (2.448, -0.556, -2.210)  0.235
H (1.311, -1.211, 0.914)  0.194
H (0.038, -1.963, 0.193)  0.117
H (1.712, -2.215, -0.605)  0.274
H (0.122, 0.422, -0.550)  0.298
H (1.866, 1.333, 0.981)  -0.263


Entry 2:
DFT (ωB97M-V/def2-TZVPD) results for a single C8H19NSi molecule.

- ⟨S²⟩ = 2.011
- total energy (eV) = -17964.9145
- charge = 0
- orbital gap (spin up / spin down) (eV) = 4.262 / 4.468
- LUMO energy (spin up / spin down) (eV) = 0.5 / -3.1
- highest occupied orbital energy (spin up / spin down) (eV) = -3.75 / -7.57
- max |F| (eV/Å) = 4.5
- 2S+1 = 3
- relative energy (zero: lowest compared OMol25 entry of this formula, charge and spin) (kJ/mol) = 0.0

Each line ends with the Mulliken charge.
Atoms and positions in Å:
C (-3.291, -1.743, 0.180)  -1.026
C (-1.986, -1.719, 0.420)  -0.147
C (3.245, 0.530, 0.324)  -1.133
C (1.623, -1.972, -0.250)  -1.809
C (-0.657, 2.128, 0.942)  -0.851
C (-2.448, 1.519, -0.699)  -1.008
C (1.948, 0.356, -0.538)  -0.643
C (1.001, -0.701, 0.057)  0.420
N (-1.229, 1.132, 0.003)  0.385
Si (-0.809, -0.468, -0.452)  -0.176
H (-4.128, -2.137, 0.842)  0.236
H (-3.519, -1.573, -0.832)  0.255
H (-1.575, -2.355, 1.207)  0.337
H (3.922, -0.316, 0.450)  0.317
H (3.006, 0.992, 1.328)  0.258
H (3.895, 1.311, -0.165)  0.354
H (1.607, -2.167, -1.298)  0.461
H (2.716, -1.959, -0.050)  0.372
H (1.102, -2.770, 0.360)  0.326
H (0.208, 1.733, 1.572)  0.223
H (-0.239, 2.944, 0.401)  0.408
H (-1.334, 2.478, 1.662)  0.382
H (-2.776, 0.593, -1.209)  0.242
H (-3.090, 1.892, 0.028)  0.407
H (-2.152, 2.255, -1.462)  0.339
H (1.317, 1.206, -0.514)  0.343
H (2.079, -0.045, -1.538)  0.443
H (1.248, -0.706, 1.072)  0.372
H (-0.698, -0.163, -1.975)  -0.087


Entry 3:
DFT (ωB97M-V/def2-TZVPD) results for a molecular structure, C31H52N2O3P2V.

- ⟨S²⟩ = 2.031
- total energy (eV) = -86373.1064
- charge = +1
- orbital gap (spin up / spin down) (eV) = 6.738 / 7.229
- LUMO energy (spin up / spin down) (eV) = -4.0 / -3.5
- highest occupied orbital energy (spin up / spin down) (eV) = -10.71 / -10.71
- max |F| (eV/Å) = 5.6
- 2S+1 = 3
- relative energy (zero: lowest compared OMol25 entry of this formula, charge and spin) (kJ/mol) = 0.0

Each line ends with the Mulliken charge.
Atoms and positions in Å:
V (-0.523, 1.865, 0.471)  -0.379
C (-0.971, 0.899, 2.342)  0.307
C (-0.183, 2.095, 2.478)  0.857
C (-2.264, 2.661, 1.607)  0.020
C (-2.271, 1.268, 1.892)  2.137
C (-1.004, 3.201, 2.025)  0.913
C (-0.529, -0.480, 2.615)  -1.352
H (0.519, -0.486, 2.916)  0.383
H (-0.641, -1.114, 1.721)  -0.110
H (-1.141, -0.903, 3.419)  0.382
C (-3.417, 0.336, 1.810)  -1.181
H (-3.179, -0.489, 1.129)  -0.057
H (-4.327, 0.825, 1.458)  0.441
H (-3.651, -0.126, 2.777)  0.324
C (-3.405, 3.476, 1.113)  -1.731
H (-3.384, 4.502, 1.497)  0.386
H (-4.354, 3.015, 1.400)  0.404
H (-3.361, 3.526, 0.018)  0.209
C (-0.728, 4.654, 2.233)  -1.454
H (-1.606, 5.169, 2.653)  0.502
H (-0.502, 5.167, 1.295)  0.260
H (0.113, 4.804, 2.923)  0.321
C (1.201, 2.114, 3.000)  -1.587
H (1.583, 3.137, 3.086)  0.159
H (1.844, 1.559, 2.303)  0.067
H (1.281, 1.599, 3.975)  0.437
C (1.932, -5.158, 0.135)  -0.259
C (2.485, -5.283, 1.349)  -0.553
C (3.740, -4.667, 1.904)  -0.551
C (4.366, -3.532, 1.077)  -1.357
C (3.378, -2.401, 1.032)  -0.394
C (2.348, -2.250, 0.163)  1.070
C (2.102, -2.969, -1.122)  0.184
C (2.492, -4.470, -1.089)  -0.939
H (4.505, -5.425, 2.089)  0.431
H (4.721, -3.894, 0.100)  0.282
H (3.480, -4.224, 2.876)  0.357
H (3.586, -4.540, -1.198)  0.390
H (0.922, -5.535, -0.074)  0.283
H (1.991, -5.952, 2.057)  0.367
H (2.047, -4.945, -1.983)  0.508
H (1.023, -2.868, -1.304)  -0.367
H (1.492, -1.632, 0.472)  -0.372
H (2.566, -2.444, -1.971)  0.314
H (5.254, -3.191, 1.632)  0.421
H (3.403, -1.729, 1.893)  0.333
P (2.256, 0.448, -0.510)  1.343
C (3.700, 0.228, -1.737)  -1.825
C (3.460, 0.984, 0.787)  -2.100
P (0.871, 3.290, -0.484)  2.109
C (1.662, 1.937, -1.483)  -1.856
C (2.236, 4.170, 0.390)  -1.782
C (0.605, 4.589, -1.754)  -1.374
H (3.294, 0.028, -2.740)  0.391
H (4.417, -0.574, -1.474)  0.365
H (4.260, 1.182, -1.743)  0.642
H (4.479, 0.968, 0.380)  0.505
H (3.419, 0.294, 1.642)  0.435
H (3.234, 2.002, 1.110)  0.717
H (0.791, 4.211, -2.772)  0.436
H (1.269, 5.437, -1.551)  0.451
H (-0.447, 4.884, -1.663)  0.362
H (0.838, 1.476, -2.060)  0.388
H (2.438, 2.291, -2.191)  0.704
H (1.841, 5.144, 0.657)  0.569
H (3.104, 4.300, -0.250)  0.507
H (2.560, 3.713, 1.321)  0.375
C (-5.111, -0.301, -1.236)  -1.275
C (-4.186, -1.487, -1.367)  -1.164
C (-2.811, -1.252, -2.074)  2.845
C (-2.240, -2.612, -2.580)  -0.916
C (-2.281, -3.731, -1.550)  -1.274
C (-2.953, -0.359, -3.305)  -0.576
O (-3.158, -0.757, -4.439)  -0.601
N (-2.895, 1.016, -3.054)  0.135
C (-2.206, 1.587, -1.993)  -0.652
O (-2.079, 2.817, -1.909)  -0.683
N (-1.639, 0.756, -1.068)  1.477
C (-1.779, -0.596, -1.131)  -2.055
O (-1.034, -1.302, -0.416)  -0.551
H (-4.714, 0.474, -0.574)  0.051
H (-6.047, -0.645, -0.785)  0.473
H (-5.379, 0.141, -2.200)  0.358
H (-3.981, -1.929, -0.379)  0.432
H (-4.694, -2.267, -1.953)  0.546
H (-2.807, -2.916, -3.476)  0.506
H (-1.199, -2.443, -2.907)  0.408
H (-3.309, -4.079, -1.371)  0.371
H (-1.695, -4.582, -1.920)  0.474
H (-1.841, -3.371, -0.609)  0.164
H (-3.183, 1.671, -3.775)  0.340


Entry 4:
DFT (ωB97M-V/def2-TZVPD) results for 2 unconnected molecules or ions with the total composition C4H11N2.

- total energy (eV) = -7297.6586
- charge = +1
- orbital gap (eV) = 6.432
- LUMO energy (eV) = -6.5
- highest occupied orbital energy (eV) = -12.93
- max |F| (eV/Å) = 2.5
- 2S+1 = 1
- relative energy (zero: lowest compared OMol25 entry of this formula, charge and spin) (kJ/mol) = 317.4

Each line ends with the Mulliken charge.
Atoms and positions in Å:
C (1.124, -0.557, 2.451)  -1.151
C (0.285, -0.907, 1.297)  0.235
C (0.733, -0.737, 0.005)  -0.442
C (-0.041, -0.958, -1.113)  0.020
N (0.506, -0.730, -2.350)  -0.447
N (-2.046, 2.924, -0.266)  -0.653
H (0.542, -0.236, 3.315)  0.377
H (1.761, 0.285, 2.185)  0.354
H (-0.432, -1.711, 1.463)  0.340
H (-2.783, 3.594, -0.099)  0.231
H (1.761, -0.523, -0.154)  0.401
H (-0.896, -1.623, -0.967)  0.350
H (0.240, 0.197, -2.682)  0.316
H (0.212, -1.483, -2.969)  0.302
H (-1.501, 3.185, -1.073)  0.218
H (1.675, -1.437, 2.794)  0.338
H (-1.485, 2.909, 0.574)  0.212